# 1
# C3H10Cl3N2O2Sn

A structure of composition C3H10Cl3N2O2Sn (ωB97M-V/def2-TZVPD, the OMol25 dataset).

LUMO level (spin up / spin down)   0.1016 / 0.1028 Eh
HOMO (spin up / spin down)   -0.453 / -0.001 eV
Frontier orbital gap (spin up / spin down)   3.218 / 2.798 eV
Relative energy (zero: lowest compared OMol25 entry of this formula, charge and spin)   16.6 kcal per mole
Spin multiplicity   1
Charge   -1

```
21
C3H10Cl3N2O2Sn ωB97M-V/def2-TZVPD
C -1.04302 -2.21867 -0.14050
Sn -0.40874 -0.76973 1.29220
N 0.57762 1.80115 1.79947
N -2.18924 0.68406 0.67963
H 1.01958 1.79319 0.87597
H -0.00326 0.31110 2.62864
H -0.36767 -3.07627 -0.04780
H -0.94559 -1.78053 -1.13819
H -2.07435 -2.52673 0.05686
H -1.71882 1.36569 0.07653
H -2.69339 1.19149 1.40370
H -2.86265 0.16611 0.10457
H -0.15706 2.49872 1.89030
H 1.27103 1.87846 2.54033
Cl 3.54058 0.32972 -2.46603
C 1.85767 -0.25817 -2.29821
Cl 0.79264 0.62524 -3.42314
Cl 1.77615 -2.01287 -2.57143
C 1.36723 -0.03935 -0.77990
O 2.13444 -0.30227 0.15946
O 0.12682 0.33965 -0.64245
```

# 2
# C3H10FN2

A structure of composition C3H10FN2 (ωB97M-V/def2-TZVPD, the OMol25 dataset).

LUMO level   -0.1367 Eh
HOMO   -12.311 eV
Frontier orbital gap   8.592 eV
Relative energy (zero: lowest compared OMol25 entry of this formula, charge and spin)   79.1 kcal per mole
Spin multiplicity   1
Charge   +1

```
16
C3H10FN2 ωB97M-V/def2-TZVPD
C -0.42958 0.49892 1.46858
C 0.11047 -0.18231 -0.04332
C 1.16779 0.15215 -1.72917
N 0.37052 0.62560 -2.75564
N -0.97789 -0.59860 2.32167
F 1.45455 -1.15155 -1.86188
H -1.12424 1.31310 1.07103
H 0.32513 1.13992 1.93518
H -0.75383 -0.49342 -0.54118
H 0.75801 -0.91484 0.36358
H 1.98528 0.71584 -1.28302
H 0.26537 1.62256 -3.02386
H 0.31931 -0.00819 -3.63298
H -0.39426 -1.55044 2.18584
H -1.93700 -0.86747 2.15517
H -1.13960 -0.30127 3.36999
```

# 3
# C3H10I2NO6P2Tl

A structure of composition C3H10I2NO6P2Tl (ωB97M-V/def2-TZVPD, the OMol25 dataset).

LUMO level   -0.3542 Eh
HOMO   -17.277 eV
Frontier orbital gap   7.639 eV
Spin multiplicity   1
Charge   +2

```
25
C3H10I2NO6P2Tl ωB97M-V/def2-TZVPD
Tl -1.28441 -0.80301 -1.32076
N 2.55233 0.76420 0.24120
C 1.15180 0.76426 0.82478
C 1.16714 1.53035 2.14720
P 0.85981 -1.08569 1.15593
O -0.14860 -1.11490 2.36683
O 2.22620 -1.57194 1.40857
O 0.09068 -1.71737 -0.02822
P -0.02241 1.43830 -0.38731
O 0.25078 2.97452 -0.34048
O -1.43044 0.99485 0.01360
O 0.29065 0.76937 -1.73831
H 3.03492 -0.04270 0.69763
H 3.04674 1.64079 0.41777
H 2.54486 0.58571 -0.76780
H 1.83137 1.04500 2.86418
H 0.16574 1.55411 2.57282
H 1.49785 2.55895 1.99744
H 0.24190 -1.37584 3.21406
H -0.25374 3.57587 -0.90888
I -4.05460 -1.67883 -1.11810
C -3.73241 -2.62740 -2.99771
I -1.75208 -2.27961 -3.72509
H -4.42158 -2.20149 -3.71854
H -3.85251 -3.69747 -2.87080
```

# 4
# C3H10N

A cluster of 2 separate species, C3H10N in total (ωB97M-V/def2-TZVPD, the OMol25 dataset).

LUMO level   -0.1460 Eh
HOMO   -14.264 eV
Frontier orbital gap   10.291 eV
Relative energy (zero: lowest compared OMol25 entry of this formula, charge and spin)   20.9 kcal per mole
Spin multiplicity   1
Charge   +1

```
14
C3H10N ωB97M-V/def2-TZVPD
N 0.98954 -1.68417 0.23982
H 1.96910 -1.64680 -0.04310
H 0.91340 -1.41690 1.22284
H 0.44184 -0.96493 -0.31350
H 0.59726 -2.61783 0.10904
C -0.59544 1.13936 0.97959
C -0.93204 0.63765 -0.39188
C -0.16214 0.81780 -1.46805
H 0.44307 1.44353 1.07117
H -1.21970 2.00845 1.20216
H -0.87391 0.41591 1.75255
H -1.83747 0.05419 -0.52266
H -0.53096 0.49736 -2.43305
H 0.79746 1.31636 -1.40494
```

# 5
# C3H10N

A cluster of 2 separate species, C3H10N in total (ωB97M-V/def2-TZVPD, the OMol25 dataset).

LUMO level   -0.1506 Eh
HOMO   -13.896 eV
Frontier orbital gap   9.797 eV
Relative energy (zero: lowest compared OMol25 entry of this formula, charge and spin)   30.9 kcal per mole
Spin multiplicity   1
Charge   +1

```
14
C3H10N ωB97M-V/def2-TZVPD
N 0.53801 0.15284 -2.31139
H 1.13125 -0.23512 -1.57834
H -0.19571 0.65700 -1.79823
H 0.94851 0.71706 -3.06580
H 0.18472 -0.66599 -2.80477
C -1.25373 -0.74051 1.32365
C -0.30234 0.41026 1.11403
C 0.95482 0.24079 0.69086
H -0.90884 -1.21215 2.24839
H -2.25471 -0.40163 1.58664
H -1.31545 -1.40656 0.47097
H -0.60422 1.41183 1.40149
H 1.75998 0.96640 0.65329
H 1.36113 -0.77763 0.65807
```

# 6
# C3H10N

A cluster of 2 separate species, C3H10N in total (ωB97M-V/def2-TZVPD, the OMol25 dataset).

LUMO level   -0.2031 Eh
HOMO   -15.375 eV
Frontier orbital gap   9.848 eV
Relative energy (zero: lowest compared OMol25 entry of this formula, charge and spin)   36.7 kcal per mole
Spin multiplicity   1
Charge   +1

```
14
C3H10N ωB97M-V/def2-TZVPD
C 3.27100 -1.14690 -0.89322
H 2.40732 -1.42697 -1.49964
H 3.09210 -0.20529 -0.38684
H 4.22458 -1.17016 -1.40096
H 3.22665 -1.98140 -0.18696
C -1.39406 1.31976 1.33915
C -2.38915 0.16655 -0.58071
N -1.70990 0.09981 0.48889
H -0.33517 1.23405 1.54671
H -2.10495 1.27075 2.15867
H -1.60783 2.20296 0.74656
H -3.03487 1.02655 -0.73156
H -2.47650 -0.64500 -1.29261
H -1.16923 -0.74471 0.69251
```

# 7
# C3H10N

A structure of composition C3H10N (ωB97M-V/def2-TZVPD, the OMol25 dataset).

LUMO level   -0.2269 Eh
HOMO   -9.539 eV
Frontier orbital gap   3.365 eV
Relative energy (zero: lowest compared OMol25 entry of this formula, charge and spin)   308.7 kcal per mole
Spin multiplicity   1
Charge   +1

```
14
C3H10N ωB97M-V/def2-TZVPD
C -0.82951 0.39269 0.28122
H -1.99503 3.36466 2.58557
H -1.05457 3.61562 3.38258
H -1.34075 -0.54057 0.53148
H -1.32778 2.91819 2.60040
C 0.09286 -1.05113 -1.22066
C 0.34783 0.28479 -0.68427
N 1.18043 -2.07348 -0.98038
H -0.63843 -1.34915 -1.94325
H -0.04659 0.99202 -1.44400
H 1.38242 0.40629 -0.36689
H 2.01550 -1.65763 -0.57101
H 0.90594 -2.77867 -0.28936
H 1.30769 -2.52363 -1.88144
```

# 8
# C3H10N

A cluster of 2 separate species, C3H10N in total (ωB97M-V/def2-TZVPD, the OMol25 dataset).

LUMO level   -0.2144 Eh
HOMO   -15.541 eV
Frontier orbital gap   9.706 eV
Relative energy (zero: lowest compared OMol25 entry of this formula, charge and spin)   41.3 kcal per mole
Spin multiplicity   1
Charge   +1

```
14
C3H10N ωB97M-V/def2-TZVPD
C -0.68426 3.05387 1.81214
H -0.15394 2.99951 0.87028
H -0.36242 3.83609 2.49432
H -0.54682 2.13683 2.39519
H -1.76787 3.17183 1.76310
C -0.57187 -1.25327 -1.18578
C 1.49641 -2.44500 -0.67621
N 0.86211 -1.44095 -1.15926
H -0.87062 -0.26437 -0.83287
H -1.15808 -1.90375 -0.53404
H -0.95857 -1.37526 -2.19700
H 0.88353 -2.99884 0.03290
H 2.43225 -2.76859 -1.10784
H 1.40014 -0.74809 -1.67492
```

# 9
# C3H10N2

An isolated molecule of C3H10N2 (ωB97M-V/def2-TZVPD, the OMol25 dataset).

LUMO level   0.0425 Eh
SMILES string   CC(C)NN
HOMO   -8.932 eV
Frontier orbital gap   10.089 eV
Relative energy (zero: lowest compared OMol25 entry of this formula, charge and spin)   32.3 kcal per mole
Spin multiplicity   1

```
15
C3H10N2 ωB97M-V/def2-TZVPD
C 0.45929 -1.27054 0.38955
C 0.12589 0.21540 0.33398
C 1.38236 1.06896 0.21709
N -0.83963 0.60563 -0.66384
N -2.12640 0.11115 -0.41074
H -0.43554 -1.89446 0.47153
H 1.08642 -1.47997 1.26259
H 1.00194 -1.58279 -0.50935
H -0.38315 0.52350 1.35879
H 2.02489 0.91615 1.09045
H 1.95311 0.81393 -0.68231
H 1.12978 2.13247 0.16959
H -0.30679 0.15950 -1.56519
H -2.23191 -0.90020 -0.49575
H -2.84025 0.58125 -0.96640
```

# 10
# C3H10N2

A cluster of 2 separate species, C3H10N2 in total (ωB97M-V/def2-TZVPD, the OMol25 dataset).

LUMO level   0.0470 Eh
SMILES string   C=CN.CN
HOMO   -8.753 eV
Frontier orbital gap   10.033 eV
Relative energy (zero: lowest compared OMol25 entry of this formula, charge and spin)   32.7 kcal per mole
Spin multiplicity   1

```
15
C3H10N2 ωB97M-V/def2-TZVPD
C -3.00381 4.28663 -0.71689
C -2.64157 3.50935 -1.72107
N -2.99296 3.67442 -3.08319
H -3.68229 5.10646 -0.89555
H -2.50203 4.27620 0.23931
H -2.09194 2.57465 -1.68086
H -3.59941 3.01238 -3.52501
H -3.32520 4.58845 -3.33591
C 3.59890 -4.77379 1.67723
N 3.25769 -4.09706 2.94999
H 4.50290 -5.35630 1.81626
H 3.60603 -4.12215 0.80515
H 2.79856 -5.49298 1.47436
H 3.79217 -3.23995 2.93761
H 2.28295 -3.94631 3.05857
```

# 11
# C3H10N2

A cluster of 2 separate species, C3H10N2 in total (ωB97M-V/def2-TZVPD, the OMol25 dataset).

LUMO level   0.0370 Eh
SMILES string   C=N.CCN
HOMO   -9.391 eV
Frontier orbital gap   10.397 eV
Relative energy (zero: lowest compared OMol25 entry of this formula, charge and spin)   34.9 kcal per mole
Spin multiplicity   1

```
15
C3H10N2 ωB97M-V/def2-TZVPD
C 3.76163 -3.45221 0.37520
N 4.11038 -2.46652 1.07041
H 4.38392 -4.34113 0.42040
H 2.85119 -3.49654 -0.22400
H 3.39522 -1.76722 1.25142
C -2.24313 0.68890 -0.91240
C -2.04768 1.57420 0.31678
N -0.90747 2.51372 0.10802
H -3.03436 1.01828 -1.58315
H -1.31416 0.82322 -1.46369
H -2.34766 -0.36789 -0.68221
H -2.96360 2.13461 0.50387
H -1.71783 1.01669 1.19093
H -0.84032 2.69498 -0.89245
H -1.08612 3.42693 0.52085
```

# 12
# C3H10N2

An isolated molecule of C3H10N2 (ωB97M-V/def2-TZVPD, the OMol25 dataset).

LUMO level   0.0342 Eh
HOMO   -6.651 eV
Frontier orbital gap   7.581 eV
Relative energy (zero: lowest compared OMol25 entry of this formula, charge and spin)   72.4 kcal per mole
Spin multiplicity   1

```
15
C3H10N2 ωB97M-V/def2-TZVPD
C -0.65258 0.14681 -0.21838
C 0.21123 -0.96870 -0.76130
C -0.78748 0.40440 1.27890
N 0.09428 1.31684 -0.90817
N 1.36009 -1.23228 0.11440
H -1.63720 0.09295 -0.69112
H 0.79663 1.70564 -0.27982
H -0.46568 2.06716 -1.31882
H 2.15747 -1.54633 -0.42130
H 1.17862 -1.94037 0.82393
H -0.38392 -1.85077 -1.02424
H 0.57560 0.44080 -1.57552
H -1.29512 -0.44346 1.74074
H -1.35158 1.31343 1.50617
H 0.19964 0.49388 1.73453
```

Calculated strongest force on any atom, 2.7 5.3 0.1 0.6 1.2 1.7 2.1 2.1 4.0 2.0 1.3 0.8 eV/Å (same order as the records).
Calculated E_tot, -1975.04690 -329.30129 -2076.66241 -174.77824 -174.76230 -174.75311 -174.31963 -174.74582 -229.75774 -229.75712 -229.75369 -229.69380 Eh (same order as the records).